Arrangement w

Density functional theory data (ωB97M-V with the def2-TZVPD basis set) for an isolated molecule of CH2ClNO.

HOMO level	-0.392	Eh
SMILES string	ClN1CO1
LUMO energy	0.68	eV

Structure (ORCA input):
```
! wB97M-V def2-TZVPD RIJCOSX def2/J DEFGRID3
* xyz 0 1
Cl -1.6278 0.6454 1.1011
N -0.5971 0.7068 -0.2996
C 0.3659 -0.2958 -0.1866
O 0.7425 0.9656 0.1404
H 0.3057 -1.1564 0.5100
H 0.8108 -0.8656 -1.2654
*
```

---

Arrangement x

Density functional theory data (ωB97M-V with the def2-TZVPD basis set) for a cluster of 2 separate species, CH2ClNO in total.

HOMO level	-0.420	Eh
SMILES string	N=C=O.Cl
LUMO energy	0.60	eV

Structure (ORCA input):
```
! wB97M-V def2-TZVPD RIJCOSX def2/J DEFGRID3
* xyz 0 1
N -1.3949 0.6354 1.6309
C -0.6859 0.5369 0.6797
O -0.0235 0.6369 -0.2648
H -1.6091 0.0629 2.4197
Cl 2.2162 -1.4544 -2.3491
H 1.4972 -0.4178 -2.1163
*
```

---

Most stable of them? arrangement x.

---

Arrangement w

Density functional theory data (ωB97M-V with the def2-TZVPD basis set) for a cluster of 2 separate species, C2H3BrFNO2 in total.

HOMO level	-0.379	Eh
LUMO energy	-0.67	eV

Structure (ORCA input):
```
! wB97M-V def2-TZVPD RIJCOSX def2/J DEFGRID3
* xyz 0 1
C -0.6047 0.6552 0.2917
C 0.5309 -1.1199 0.6192
N -0.1551 1.1539 -1.0254
O 0.5502 2.1509 -0.9808
O -0.2616 0.4629 -2.0119
F 0.4483 -1.3114 1.9070
Br -0.2017 -2.4063 -0.5751
H -1.5011 -0.0140 0.1975
H -0.3855 1.3612 1.1099
H 1.5801 -0.9324 0.4678
*
```

---

Arrangement x

Density functional theory data (ωB97M-V with the def2-TZVPD basis set) for a cluster of 2 separate species, C2H3BrFNO2 in total.

HOMO level (alpha / beta)	-0.380 / -0.290	Eh
LUMO energy (alpha / beta)	-0.09 / -1.56	eV

Structure (ORCA input):
```
! wB97M-V def2-TZVPD RIJCOSX def2/J DEFGRID3
* xyz 0 1
C -0.3368 -1.0282 -0.5302
C -1.2318 -1.2061 0.5717
N -2.3995 1.3992 1.2373
O -1.8845 1.4789 2.3047
O -2.8357 2.1877 0.4102
F -2.5364 -1.5022 0.1887
Br -0.9379 -1.5870 2.3088
H 0.7289 -0.7898 -0.2868
H -0.2498 -1.9408 -1.2166
H -0.7773 -0.2921 -1.2321
*
```

---

Most stable of them? arrangement w.

---

Arrangement w

Density functional theory data (ωB97M-V with the def2-TZVPD basis set) for a cluster of 2 separate species, C7H13N2S in total.

HOMO level	-0.465	Eh
LUMO energy	-3.89	eV

Structure (ORCA input):
```
! wB97M-V def2-TZVPD RIJCOSX def2/J DEFGRID3
* xyz 1 1
C 1.9092 -1.4836 0.4810
C 1.6480 -1.7828 -0.7825
C 0.1752 -0.2477 0.0112
C 2.3004 -2.7029 -1.7946
C -1.9525 1.4379 -1.3343
C -1.6987 1.9729 2.7505
C -1.5009 1.5303 0.1059
N 1.1166 -0.4634 0.9179
N 0.4865 -0.9963 -1.0222
S -2.5132 1.2156 1.3283
H 2.7017 -1.9800 1.1588
H 3.2472 -2.1432 -2.0127
H 2.6328 -3.7764 -1.5688
H 1.7295 -2.5860 -2.7380
H -2.7598 0.6715 -1.3599
H -2.3885 2.4134 -1.5860
H -1.1280 1.5038 -2.0297
H -0.9137 2.8090 2.5666
H -0.9280 1.1794 3.2181
H -2.4415 2.3502 3.4811
H -0.7367 2.3388 0.2452
H 0.9378 -0.3015 1.8888
H 0.0766 -0.9588 -1.9245
*
```

---

Arrangement x

Density functional theory data (ωB97M-V with the def2-TZVPD basis set) for the ion C7H13N2S with charge +1.

HOMO level	-0.457	Eh
LUMO energy	-3.90	eV

Structure (ORCA input):
```
! wB97M-V def2-TZVPD RIJCOSX def2/J DEFGRID3
* xyz 1 1
C 1.0566 -1.4825 0.0574
C 2.2515 -0.7743 0.1848
C 0.6378 0.5950 -0.3861
C 3.6196 -1.3834 0.2972
C -0.0164 1.9281 -0.5868
C -3.5234 0.6026 0.6605
C -3.0547 -0.7684 0.2900
N 0.0721 -0.5793 -0.1885
N 1.9977 0.5506 -0.1340
S -1.9265 -1.0167 -0.8430
H 0.7626 -2.4794 0.0552
H 3.4066 -2.3012 0.9135
H 4.2190 -1.5220 -0.6173
H 4.1483 -0.9179 1.1126
H -0.7926 1.7289 -1.3337
H -0.3573 2.5128 0.2490
H 0.8546 2.4561 -1.1219
H -4.3520 0.6970 -0.0725
H -2.6627 1.3063 0.3620
H -3.7245 0.7618 1.6928
H -3.4540 -1.5555 0.7772
H 2.6214 1.2845 -0.2795
H -1.7837 0.3567 -1.0889
*
```

---

Arrangement y

Density functional theory data (ωB97M-V with the def2-TZVPD basis set) for a cluster of 2 separate species, C7H13N2S in total.

HOMO level	-0.471	Eh
LUMO energy	-4.04	eV

Structure (ORCA input):
```
! wB97M-V def2-TZVPD RIJCOSX def2/J DEFGRID3
* xyz 1 1
C 3.1745 1.0846 0.0244
C 3.4185 -0.0610 0.8348
C 2.4627 0.9356 -1.0946
C 2.7907 -1.1300 0.3579
C -2.0803 1.1755 0.3187
C -0.3459 -0.5061 0.4766
C -1.2642 0.1558 -0.5102
N -0.4459 -1.7702 0.6498
N -2.1014 -0.9090 -1.0679
S 1.7874 -0.7036 -1.0682
H 3.6107 2.0268 0.1383
H 4.2493 0.0383 1.5049
H 2.3116 1.4486 -1.9699
H -1.5009 1.8538 0.7531
H -2.7017 1.7794 -0.3196
H -2.6794 0.5903 1.1648
H 0.3564 0.0915 1.1167
H -0.6166 0.7496 -1.2103
H -1.2018 -2.2193 0.0109
H 0.2265 -2.3471 1.0773
H -3.0159 -0.9624 -0.4957
H 2.8687 -2.1356 0.6798
H -2.1592 -0.8360 -2.0744
*
```

---

Most stable of them? arrangement y.

---

Arrangement w

Density functional theory data (ωB97M-V with the def2-TZVPD basis set) for a cluster of 2 separate species, C2H3BrN2 in total.

HOMO level	-0.314	Eh
LUMO energy	-0.39	eV

Structure (ORCA input):
```
! wB97M-V def2-TZVPD RIJCOSX def2/J DEFGRID3
* xyz 0 1
C 0.4654 0.6256 0.3246
C -0.8347 0.0761 0.7387
N 0.9017 -0.4603 -1.8807
N 1.1620 -0.2286 -2.9255
Br 1.9116 0.0486 1.3344
H -0.8475 -0.6432 1.5577
H -1.3051 -0.3586 -0.1469
H -1.4533 0.9403 0.9977
*
```

---

Arrangement x

Density functional theory data (ωB97M-V with the def2-TZVPD basis set) for a structure of composition C2H3BrN2.

HOMO level	-0.316	Eh
LUMO energy	0.25	eV

Structure (ORCA input):
```
! wB97M-V def2-TZVPD RIJCOSX def2/J DEFGRID3
* xyz 0 1
C 0.4061 0.2311 0.4170
C -0.9748 -0.1141 -0.0846
N 1.3198 1.1792 -0.2212
N 1.4649 0.4074 -1.1120
Br 1.2477 -1.1915 1.5012
H -1.5056 -0.5041 0.7909
H -0.7183 -0.8774 -0.7252
H -1.2398 0.8695 -0.5660
*
```

---

Most stable of them? arrangement w.

---

Arrangement w

Density functional theory data (ωB97M-V with the def2-TZVPD basis set) for a cluster of 2 separate species, C20H18N4O3S in total.

HOMO level	-0.278	Eh
LUMO energy	-0.69	eV

Structure (ORCA input):
```
! wB97M-V def2-TZVPD RIJCOSX def2/J DEFGRID3
* xyz 0 1
C 2.5884 -2.6539 4.0815
H 3.4812 -2.9446 3.3734
O 1.9321 -1.6408 3.2910
C 0.9055 -1.1606 4.0040
C 0.5646 -0.0041 3.1729
N 0.1375 -0.2937 1.9881
C 1.0842 -0.1566 1.0929
N 0.8737 -0.8620 -0.2937
C -0.3597 -1.3225 -0.6242
C -0.5610 -1.6186 -1.9824
C -2.0133 -2.1489 -2.2574
C -2.9355 -2.2127 -1.3918
C -2.5285 -1.6469 -0.2309
C -1.5563 -1.2299 0.2909
C -1.1707 -0.9247 1.6062
O -2.0505 -0.7815 2.6738
H -3.4121 -1.5159 0.5606
H -3.8638 -2.2877 -1.7050
H -2.1086 -2.4281 -3.4670
H 0.1610 -1.5905 -2.5414
S 2.5689 0.4069 1.2870
C 2.9361 0.8851 -0.2342
C 1.7534 1.2799 -1.2081
N 0.9085 2.1677 -0.6058
C -0.1881 2.0947 -1.5939
C -1.1713 3.1601 -0.9919
C -2.1259 3.4818 -1.6440
C -2.6144 2.8021 -2.9327
C -1.4691 2.1946 -3.3652
C -0.3044 1.9454 -2.7908
C 0.6601 0.9539 -3.4133
O 0.8237 0.4571 -4.5403
N 1.7677 0.8321 -2.5442
H 2.6691 0.2303 -2.8807
H -1.5314 1.7325 -4.4543
H -3.5924 3.0454 -3.4317
H -3.0207 3.8642 -1.2726
H -1.0866 3.7285 0.2146
H 3.7377 1.6353 -0.2974
H 3.3926 -0.0692 -0.6799
H 1.1009 1.0148 3.2788
H -0.6735 0.4808 3.9885
H 1.1561 -0.8715 5.1995
H 0.2471 -1.9008 4.1309
H 2.9278 -2.6136 5.1705
H 1.9602 -3.5137 3.9694
*
```

---

Arrangement x

Density functional theory data (ωB97M-V with the def2-TZVPD basis set) for an isolated molecule of C20H18N4O3S.

HOMO level	-0.335	Eh
SMILES string	Cc1ccccc1[C@H](CC(=O)O)NC(=O)c1cc(Sc2ncccn2)ccn1
LUMO energy	-0.01	eV

Structure (ORCA input):
```
! wB97M-V def2-TZVPD RIJCOSX def2/J DEFGRID3
* xyz 0 1
C -4.8029 -0.7821 -2.5486
C -3.6194 -0.0720 -3.1858
C -3.6575 0.1323 -4.5589
C -2.6506 0.7873 -5.2290
C -1.5641 1.2659 -4.5157
C -1.4775 1.0355 -3.1598
C -2.4888 0.3650 -2.4696
C -2.4120 0.0901 -0.9831
C -3.0064 1.2518 -0.1961
C -2.3768 2.6470 -0.4905
O -3.1182 3.4078 -1.0777
O -1.1595 2.9785 0.0172
N -0.9973 -0.0240 -0.5701
C -0.5241 -0.7997 0.5291
O -1.3064 -1.3437 1.3266
C 0.9665 -1.0716 0.6400
C 1.4513 -1.8766 1.6491
C 2.7983 -2.1723 1.8060
S 3.4518 -3.0971 3.1788
C 4.1186 -1.7247 4.1196
N 3.3769 -0.6496 4.2637
C 3.8253 0.3908 4.9609
C 5.1422 0.3907 5.3712
C 5.8864 -0.7552 5.1502
N 5.3666 -1.8362 4.5943
C 3.6623 -1.5788 0.8867
C 3.1549 -0.7924 -0.1282
N 1.8336 -0.5261 -0.2562
H -5.1158 -0.2921 -1.6105
H -4.5578 -1.8190 -2.3065
H -5.6108 -0.8382 -3.2717
H -4.5174 -0.1647 -5.1456
H -2.7080 0.9523 -6.3205
H -0.8039 1.8210 -5.0543
H -0.5931 1.4347 -2.6909
H -2.9246 -0.8656 -0.7860
H -4.0704 1.3398 -0.4134
H -2.8823 1.0584 0.8719
H -0.9285 3.8791 -0.2904
H -0.2856 0.3299 -1.1875
H 0.7985 -2.2390 2.4401
H 3.2162 1.2396 5.1949
H 5.5990 1.2643 5.8206
H 6.9571 -0.7462 5.4378
H 4.7321 -1.7276 0.9770
H 3.8223 -0.2671 -0.7892
*
```

---

Most stable of them? arrangement x.

---

Arrangement w

Density functional theory data (ωB97M-V with the def2-TZVPD basis set) for a cluster of 3 separate species, C6H16N in total.

HOMO level	-0.507	Eh
LUMO energy	-4.87	eV

Structure (ORCA input):
```
! wB97M-V def2-TZVPD RIJCOSX def2/J DEFGRID3
* xyz 1 1
C 0.4889 -1.7436 -0.4664
C 0.6550 -1.0535 0.8242
C 1.1548 0.2066 0.9237
C -0.9678 0.3403 1.3804
C 1.5892 1.0661 -0.2249
C 1.2331 2.5567 -0.0265
N -2.7356 -1.2127 -1.5165
H -0.2417 -1.3209 -1.1528
H 1.4240 -1.9369 -0.9936
H 0.1064 -2.7585 -0.3261
H 0.5489 -1.7133 1.6708
H 1.5581 0.6885 1.8150
H -0.9423 -0.3296 2.2195
H -0.9515 1.4088 1.4988
H -1.4199 0.0089 0.4485
H 2.6561 0.9625 -0.4135
H 1.1087 0.7699 -1.1556
H 1.8024 2.9737 0.8107
H 1.4252 3.1466 -0.9102
H 0.2324 2.5803 0.3988
H -2.0525 -1.9352 -1.3309
H -3.0593 -1.3951 -2.4623
H -3.6126 -1.3094 -1.0112
*
```

---

Arrangement x

Density functional theory data (ωB97M-V with the def2-TZVPD basis set) for a cluster of 2 separate species, C6H16N in total.

HOMO level	-0.514	Eh
LUMO energy	-7.24	eV

Structure (ORCA input):
```
! wB97M-V def2-TZVPD RIJCOSX def2/J DEFGRID3
* xyz 1 1
C 0.7786 2.3348 -1.3818
C -0.3509 2.1200 -0.2883
C -0.5877 0.6532 -0.1315
C -0.7757 0.1766 1.2663
C 0.2418 -1.0070 1.5959
C 0.0315 -2.1165 0.5589
N 0.8498 -1.7919 -0.6414
H 0.7336 3.3177 -1.8182
H 0.4120 1.6048 -2.1249
H 1.9066 2.1814 -1.0998
H -0.1521 2.6775 0.6326
H -1.2440 2.5525 -0.8350
H 0.6530 -0.7791 -0.6342
H -1.4072 0.2854 -0.7632
H -1.7348 -0.3048 1.3667
H -0.5961 0.9853 2.0368
H 0.1235 -1.3448 2.6036
H 1.2125 -0.5453 1.3553
H 0.3397 -3.0535 1.0219
H -0.9985 -2.3076 0.3366
H -0.5937 -1.7570 -2.5745
H -1.1558 -1.7788 -3.0964
H 0.5749 -2.3824 -1.4179
*
```

---

Most stable of them? arrangement w.